87
Properties=species:S:1:pos:R:3:forces:R:3 method="wB97M-V/def2-TZVPD" total_charge=-1 e_lumo_ev=2.3704
C -3.041 -1.158 1.287 0.47 -0.20 -0.96
C -2.845 -1.793 -0.177 -0.56 0.25 0.48
C -3.831 -3.036 -0.359 -0.07 0.59 0.50
C -3.689 -4.144 0.791 -0.17 -0.38 -0.79
C -2.230 -4.786 0.882 -0.71 -0.62 0.11
C -1.772 -5.149 2.381 1.04 0.04 -0.10
C -0.446 -4.323 2.821 -1.11 -0.06 0.10
C -0.815 -3.387 4.056 1.13 -0.49 0.83
C 0.348 -2.322 4.410 -1.48 -0.05 -0.53
C 0.560 -1.458 3.091 0.09 -0.19 0.26
C 1.114 0.027 3.333 -0.61 -0.81 -1.08
C -0.107 1.037 3.116 0.81 1.10 1.15
C -0.122 1.769 1.706 -1.10 -0.36 -0.50
C 0.159 0.819 0.456 0.32 0.62 -0.90
C 1.226 1.452 -0.590 -0.78 -0.78 -0.29
C 2.266 0.316 -1.003 -0.17 0.93 0.72
S 1.485 -1.016 -2.061 -2.15 -2.19 -3.27
O 2.617 -1.702 -2.799 -1.76 2.11 1.33
O 0.837 -2.022 -1.134 0.82 2.39 -0.84
O 0.392 -0.368 -3.065 3.81 -1.40 3.58
H -2.496 -1.805 2.045 -0.84 0.92 -0.73
H -4.151 -1.074 1.533 1.41 -0.12 -0.19
H -2.577 -0.123 1.250 -0.55 -1.21 0.40
H -3.133 -0.965 -0.910 0.44 -1.27 0.71
H -1.747 -2.052 -0.362 -1.46 0.37 0.20
H -4.894 -2.614 -0.297 1.28 -0.60 -0.10
H -3.723 -3.472 -1.398 0.02 0.28 1.24
H -4.013 -3.741 1.799 0.42 -0.25 -1.18
H -4.430 -4.977 0.522 0.89 1.09 0.52
H -1.509 -4.088 0.358 -0.60 -0.92 0.77
H -2.268 -5.772 0.302 0.23 1.46 0.56
H -2.611 -4.939 3.131 1.09 -0.37 -1.06
H -1.475 -6.251 2.456 -0.77 1.37 -0.17
H -0.107 -3.773 1.893 -0.24 -0.36 1.27
H 0.395 -5.024 3.134 -1.05 0.86 -0.38
H -1.829 -2.877 3.943 1.42 -0.49 -0.12
H -0.917 -4.085 4.962 -0.05 0.86 -1.17
H -0.047 -1.678 5.272 0.65 -0.72 -1.15
H 1.281 -2.860 4.774 -1.04 0.70 -0.59
H -0.459 -1.360 2.580 1.43 -0.19 0.68
H 1.196 -2.067 2.368 -0.62 0.96 0.91
H 1.582 0.118 4.369 -0.56 -0.04 -1.40
H 1.888 0.201 2.508 -0.83 0.09 1.40
H 0.013 1.857 3.912 -0.31 -0.93 -1.06
H -1.104 0.537 3.375 1.38 0.52 -0.62
H -1.186 2.175 1.567 1.43 -0.36 0.26
H 0.554 2.683 1.645 -0.60 -1.27 0.45
H 0.560 -0.206 0.713 -0.71 1.15 -0.03
H -0.792 0.678 -0.153 1.11 -0.10 0.95
H 1.716 2.380 -0.156 -0.30 -1.22 -0.45
H 0.651 1.760 -1.531 0.93 -0.35 1.22
H 2.601 -0.215 -0.053 -0.32 0.45 -1.29
H 3.176 0.754 -1.510 -1.13 -0.71 0.23
C 3.630 7.264 3.724 0.21 0.17 0.09
C 3.224 5.831 4.051 -0.26 0.18 -0.31
C 3.225 4.894 2.825 -0.07 -0.23 0.20
O 2.109 5.058 1.961 0.43 0.06 0.01
C 2.230 6.125 1.037 -0.39 -0.09 0.01
N 1.914 5.847 4.715 0.02 -0.23 -0.07
H 2.837 7.821 3.220 0.00 -0.12 0.00
H 3.866 7.810 4.641 -0.07 -0.08 -0.04
H 4.519 7.285 3.088 -0.06 0.00 0.00
H 3.961 5.441 4.760 -0.06 -0.11 -0.05
H 3.166 3.864 3.190 -0.11 0.04 -0.05
H 4.164 4.971 2.264 -0.01 0.14 -0.04
H 3.261 6.263 0.698 0.02 0.02 0.08
H 1.846 7.049 1.475 0.16 0.13 -0.09
H 1.608 5.891 0.170 0.05 -0.10 0.06
H 1.690 4.901 5.016 0.03 0.09 0.08
H 1.215 6.043 3.999 0.08 0.06 0.10
C 0.338 -2.260 -6.598 0.26 -0.04 0.04
C 0.002 -1.626 -7.946 -0.25 -0.04 0.44
C -0.339 -0.126 -7.853 -0.03 -0.01 -0.25
O -1.640 0.149 -7.352 0.35 0.10 -0.13
C -1.736 0.123 -5.934 -0.25 -0.03 0.09
N -1.086 -2.388 -8.575 -0.06 0.21 -0.26
H -0.547 -2.436 -5.985 0.04 0.10 -0.05
H 0.819 -3.230 -6.746 -0.08 0.07 -0.05
H 1.027 -1.632 -6.028 -0.12 -0.06 0.08
H 0.893 -1.719 -8.576 -0.07 0.10 -0.08
H -0.321 0.288 -8.867 -0.12 -0.02 0.00
H 0.420 0.422 -7.281 -0.02 -0.11 0.15
H -0.826 0.488 -5.451 0.01 -0.18 0.04
H -1.968 -0.887 -5.592 0.18 0.05 0.21
H -2.568 0.767 -5.640 0.03 0.03 -0.13
H -1.241 -2.021 -9.512 0.05 -0.09 0.02
H -1.945 -2.153 -8.079 0.14 -0.10 0.03



216
Properties=species:S:1:pos:R:3:forces:R:3 method="wB97M-V/def2-TZVPD" relative_energy_kj_mol=0.00 e_lumo_ev=0.5953
C 3.796 2.678 -27.285 0.36 0.76 -0.39
O 3.477 3.726 -26.385 0.00 -0.30 -0.20
C 3.573 3.276 -25.051 -0.95 -0.12 0.30
C 3.521 4.439 -24.098 0.29 1.40 0.34
N 4.766 5.235 -24.067 -0.40 -1.38 0.18
C 4.896 6.174 -25.144 1.50 0.19 -0.06
C 6.170 6.987 -24.946 -1.24 1.15 -0.22
O 5.990 7.764 -23.768 0.32 -0.31 0.08
C 7.120 8.488 -23.360 0.65 0.11 0.40
H 3.420 2.907 -28.283 -0.30 0.18 0.18
H 3.368 1.729 -26.962 0.22 -0.16 0.05
H 4.886 2.675 -27.403 0.01 -0.66 0.20
H 4.454 2.654 -24.853 0.25 0.25 -0.20
H 2.713 2.620 -24.837 -0.02 0.01 -0.05
H 3.262 4.078 -23.098 0.46 -0.14 0.03
H 2.733 5.181 -24.299 -0.43 -0.63 -0.53
H 4.877 5.639 -23.147 0.08 0.33 -0.16
H 4.039 6.846 -25.256 -0.12 0.05 -0.07
H 5.108 5.672 -26.091 -0.62 -0.24 -0.03
H 6.206 7.704 -25.779 0.40 -0.21 -0.16
H 7.061 6.351 -24.967 0.08 0.02 0.40
H 6.846 9.149 -22.537 -0.16 -0.11 -0.07
H 7.585 9.128 -24.118 -0.32 -0.11 -0.32
H 7.932 7.846 -22.985 -0.17 -0.13 -0.09
C 12.407 4.315 -27.115 0.37 0.01 0.63
O 12.282 4.470 -28.504 -0.47 0.15 -0.13
C 13.025 5.533 -29.048 0.37 -0.18 -0.15
C 12.760 5.653 -30.532 -0.42 -0.59 -0.08
N 12.907 4.399 -31.256 0.74 0.40 0.20
C 12.686 4.569 -32.670 0.10 -0.90 -0.40
C 12.746 3.219 -33.376 -0.28 0.91 -0.53
O 11.616 2.485 -32.971 -0.14 -0.11 -0.21
C 11.703 1.100 -33.171 0.50 -0.71 1.05
H 12.132 3.290 -26.868 -0.14 0.06 0.00
H 11.794 5.010 -26.524 -0.20 -0.02 -0.32
H 13.433 4.472 -26.745 0.03 -0.08 -0.33
H 14.089 5.309 -28.877 0.00 0.21 -0.04
H 12.792 6.516 -28.613 -0.11 -0.18 0.30
H 13.488 6.380 -30.900 -0.13 0.05 -0.23
H 11.738 6.019 -30.717 0.09 0.43 0.22
H 12.302 3.683 -30.877 -0.14 0.09 0.02
H 13.468 5.186 -33.122 0.01 0.17 0.21
H 11.710 5.007 -32.935 0.01 0.15 0.17
H 13.702 2.717 -33.198 -0.10 -0.19 0.28
H 12.665 3.434 -34.451 0.14 -0.23 -0.06
H 12.201 0.746 -34.078 -0.17 0.50 -0.31
H 10.710 0.663 -33.098 -0.13 0.15 -0.18
H 12.286 0.673 -32.339 -0.01 -0.10 -0.11
C 13.524 8.735 -16.919 0.20 0.93 -0.47
O 12.494 7.803 -16.968 -0.02 -0.48 0.36
C 12.611 6.960 -18.105 -0.37 -0.32 0.74
C 11.526 5.914 -17.998 -0.18 0.28 0.02
N 10.240 6.554 -18.169 -0.08 -0.42 -0.35
C 9.108 5.675 -17.919 0.34 0.46 0.19
C 7.848 6.483 -18.125 0.07 -0.45 -0.13
O 7.775 7.540 -17.188 0.01 -0.30 -0.14
C 6.497 8.137 -17.195 0.54 0.91 0.49
H 13.450 9.327 -16.011 -0.04 -0.20 0.21
H 13.442 9.451 -17.752 -0.01 -0.02 -0.07
H 14.522 8.292 -17.001 0.00 -0.22 0.23
H 13.560 6.414 -18.073 0.31 0.37 -0.28
H 12.470 7.612 -18.970 0.44 -0.54 -0.29
H 11.642 5.380 -17.039 -0.05 0.10 0.01
H 11.661 5.158 -18.780 0.01 0.05 0.10
H 10.161 7.397 -17.613 0.09 -0.14 0.14
H 9.169 5.222 -16.919 -0.29 0.08 0.02
H 9.130 4.836 -18.622 -0.05 0.09 -0.12
H 6.975 5.816 -18.065 -0.02 0.21 0.24
H 7.877 6.911 -19.136 -0.07 -0.11 0.05
H 6.600 9.063 -16.622 -0.12 -0.19 0.24
H 5.780 7.482 -16.702 -0.32 -0.02 -0.27
H 6.193 8.492 -18.185 -0.15 -0.53 -0.13
C 5.839 6.888 -33.851 0.01 -0.30 1.24
O 6.257 7.637 -32.723 -0.14 0.06 -0.37
C 6.981 8.783 -33.092 0.55 -0.16 0.68
C 7.556 9.401 -31.814 -0.23 0.20 -0.80
N 8.336 8.429 -31.074 -0.12 0.51 0.46
C 8.943 9.008 -29.875 0.84 -0.69 -0.05
C 9.518 7.914 -29.002 0.93 -0.21 0.51
O 8.509 7.145 -28.417 -0.86 -0.20 -0.56
C 8.912 5.969 -27.789 0.17 -0.20 1.24
H 5.225 7.508 -34.505 0.12 -0.13 -0.40
H 5.244 6.077 -33.431 -0.21 0.05 -0.21
H 6.704 6.409 -34.317 -0.02 0.30 -0.49
H 6.333 9.496 -33.614 0.10 0.09 -0.08
H 7.826 8.509 -33.742 -0.12 -0.02 -0.20
H 6.707 9.789 -31.248 0.15 -0.22 0.43
H 8.170 10.273 -32.100 -0.15 0.10 -0.07
H 9.128 8.173 -31.657 -0.22 -0.28 -0.12
H 8.274 9.609 -29.263 -0.36 -0.02 -0.32
H 9.813 9.621 -30.157 -0.15 0.38 0.19
H 10.141 8.355 -28.209 -0.18 0.21 -0.05
H 10.236 7.289 -29.561 -0.36 -0.09 -0.26
H 8.044 5.490 -27.325 -0.16 0.30 -0.14
H 9.578 6.223 -26.942 0.17 -0.26 -0.24
H 9.369 5.176 -28.396 0.20 0.56 -0.41
C 15.574 13.109 -27.466 -0.45 0.71 0.24
O 14.827 12.855 -26.282 0.29 -0.20 -0.05
C 15.157 11.632 -25.646 -0.13 0.39 -0.73
C 14.523 11.652 -24.272 0.85 -0.30 0.03
N 14.624 10.324 -23.660 0.04 0.08 0.32
C 14.135 10.367 -22.283 0.09 -0.25 0.20
C 14.216 9.063 -21.528 -0.68 0.06 0.00
O 15.498 8.802 -21.016 0.27 -0.04 -0.65
C 15.397 7.712 -20.136 -0.04 0.30 0.31
H 16.040 12.222 -27.899 -0.10 -0.08 0.07
H 16.334 13.872 -27.259 0.12 -0.25 -0.02
H 14.870 13.555 -28.174 0.16 -0.19 -0.13
H 16.249 11.527 -25.579 0.01 0.03 0.24
H 14.824 10.812 -26.296 -0.22 -0.20 0.29
H 13.480 11.968 -24.290 -0.03 -0.07 -0.22
H 15.094 12.398 -23.699 -0.28 0.06 0.13
H 15.607 10.059 -23.606 -0.08 0.02 -0.16
H 13.069 10.609 -22.288 0.05 0.31 -0.15
H 14.691 11.113 -21.697 -0.27 0.14 0.04
H 13.847 8.214 -22.119 0.11 0.05 -0.19
H 13.494 9.146 -20.703 0.10 0.02 0.15
H 16.394 7.378 -19.870 0.07 -0.06 0.01
H 14.810 6.897 -20.573 0.11 -0.14 -0.03
H 14.862 8.071 -19.256 0.07 -0.31 0.25
C 8.386 4.990 -14.314 1.00 0.87 -0.45
O 8.792 3.765 -14.888 -0.19 0.01 0.71
C 10.102 3.392 -14.487 -0.20 -0.34 -0.72
C 10.401 2.072 -15.171 0.50 -0.03 0.45
N 10.639 2.288 -16.585 0.09 0.36 0.07
C 10.737 1.066 -17.356 -1.01 -0.04 0.13
C 10.941 1.366 -18.833 0.76 -0.18 1.12
O 9.922 2.233 -19.239 -0.43 0.14 -0.13
C 10.174 2.856 -20.478 -0.18 0.21 0.52
H 9.073 5.774 -14.677 -0.24 0.08 -0.01
H 8.476 5.051 -13.223 -0.27 -0.52 0.02
H 7.388 5.253 -14.653 -0.10 -0.25 0.07
H 10.211 3.313 -13.402 -0.27 0.00 0.08
H 10.841 4.115 -14.857 -0.08 0.18 0.11
H 9.600 1.341 -14.989 -0.13 0.11 0.11
H 11.301 1.684 -14.672 0.00 -0.13 -0.34
H 9.880 2.863 -16.936 0.04 -0.10 -0.16
H 9.807 0.473 -17.286 0.05 -0.06 0.15
H 11.527 0.465 -16.906 0.21 -0.10 -0.41
H 10.932 0.417 -19.376 0.09 0.07 -0.30
H 11.921 1.858 -18.901 -0.02 -0.02 -0.43
H 9.556 3.756 -20.536 -0.14 -0.11 0.07
H 9.900 2.217 -21.320 0.38 -0.13 -0.08
H 11.212 3.205 -20.495 -0.07 -0.55 -0.21
C 8.691 2.716 -26.833 -0.92 -1.29 -0.64
O 8.754 3.120 -25.505 0.44 0.37 0.29
C 7.550 2.827 -24.826 0.02 -0.01 -0.80
C 7.665 3.196 -23.376 -0.54 0.53 0.31
N 6.365 2.941 -22.768 -0.10 -0.05 0.72
C 6.324 3.201 -21.330 -0.27 -0.55 0.04
C 6.577 4.628 -20.859 -0.31 -0.55 0.44
O 5.476 5.436 -21.234 -0.29 0.13 -0.30
C 5.584 6.750 -20.747 1.32 0.49 0.77
H 8.580 1.619 -26.914 0.30 -0.01 0.22
H 9.565 2.982 -27.416 0.12 0.41 0.22
H 7.761 3.048 -27.318 0.23 0.55 -0.08
H 7.287 1.771 -24.989 0.13 -0.07 0.40
H 6.728 3.385 -25.306 0.03 0.17 0.22
H 7.922 4.261 -23.264 0.23 0.03 -0.39
H 8.461 2.649 -22.863 -0.19 -0.27 -0.11
H 5.685 3.575 -23.185 0.29 -0.03 -0.30
H 6.993 2.500 -20.820 0.33 0.24 -0.03
H 5.338 2.896 -20.963 -0.09 0.19 -0.11
H 7.539 4.991 -21.249 -0.16 0.34 0.04
H 6.603 4.612 -19.758 0.33 -0.03 -0.18
H 5.709 6.768 -19.652 -0.43 -0.23 -0.19
H 4.759 7.407 -21.007 -0.25 -0.44 -0.37
H 6.520 7.209 -21.109 -0.25 0.02 -0.19
C 15.019 5.193 -23.202 0.34 -0.47 0.46
O 14.245 5.811 -24.188 -0.40 0.29 0.21
C 14.886 6.924 -24.765 0.33 0.30 0.34
C 13.966 7.608 -25.744 0.55 0.38 -0.48
N 12.844 8.335 -25.148 0.05 -0.63 0.51
C 12.084 9.059 -26.184 0.09 0.05 1.31
C 10.680 9.430 -25.699 0.87 -0.09 -0.69
O 10.178 10.278 -26.710 -0.20 0.01 0.00
C 8.784 10.499 -26.601 0.36 0.35 -0.09
H 15.543 5.903 -22.551 0.04 0.16 -0.24
H 15.750 4.509 -23.648 0.12 0.10 0.01
H 14.386 4.605 -22.535 -0.20 -0.03 -0.27
H 15.826 6.609 -25.240 -0.18 -0.06 -0.36
H 15.218 7.649 -24.007 -0.26 -0.12 0.26
H 13.670 6.852 -26.474 -0.39 0.23 0.00
H 14.582 8.366 -26.265 0.13 -0.38 -0.23
H 13.335 9.033 -24.563 -0.46 -0.16 -0.14
H 11.979 8.422 -27.058 0.28 0.20 -0.28
H 12.629 9.995 -26.347 -0.20 -0.02 -0.85
H 10.780 9.935 -24.732 -0.42 -0.01 0.11
H 10.069 8.523 -25.629 -0.09 0.03 0.31
H 8.598 11.101 -25.707 -0.36 -0.20 0.11
H 8.233 9.556 -26.609 -0.08 -0.06 0.23
H 8.475 11.075 -27.473 0.06 0.05 0.01
C 10.598 9.413 -19.738 0.12 -0.46 0.13
C 9.285 9.152 -20.496 0.89 0.53 0.08
C 8.137 9.920 -19.883 0.13 0.08 0.47
O 9.468 9.612 -21.839 0.10 -0.60 -0.06
H 11.297 8.582 -19.879 -0.32 0.12 -0.17
H 10.440 9.503 -18.659 0.06 0.13 -0.08
H 11.103 10.291 -20.142 -0.26 0.29 0.15
H 9.097 8.071 -20.440 -0.12 0.07 -0.28
H 8.022 9.670 -18.823 0.10 -0.21 -0.12
H 7.187 9.713 -20.374 0.01 0.19 -0.16
H 8.380 10.985 -19.893 -0.23 0.04 -0.30
H 10.203 9.070 -22.220 -0.60 0.23 0.16
C 10.742 5.610 -23.854 -0.36 -0.14 -0.24
C 10.732 6.365 -22.535 0.55 0.08 -0.51
C 11.605 5.665 -21.508 -0.92 -0.01 1.07
O 11.214 7.706 -22.737 0.33 -0.07 -0.38
H 10.059 6.073 -24.575 0.09 0.05 0.02
H 10.404 4.578 -23.738 -0.05 0.01 0.11
H 11.742 5.568 -24.293 0.05 0.17 0.16
H 9.699 6.479 -22.187 0.07 -0.16 0.17
H 11.274 4.632 -21.345 0.54 0.47 -0.85
H 11.430 6.063 -20.497 0.21 0.51 -0.48
H 12.660 5.748 -21.761 0.02 -0.15 -0.12
H 11.763 7.740 -23.561 -0.21 -0.05 0.26



Number 1: HOMO level -5.226 eV. Number 2: HOMO level -8.230 eV.